88
Properties=species:S:1:pos:R:3 method="wB97M-V/def2-TZVPD" e_homo_ev=-1.4 energy_ev=-307905.9144 multiplicity=1 homo_lumo_gap_ev=1.110 charge=-2
C 4.301 -3.169 -1.449
C 4.109 -2.830 -2.893
C 2.866 -1.871 -3.461
C 2.202 -1.154 -2.145
N 3.078 -0.130 -1.409
P 4.722 0.467 -1.758
O 4.964 2.063 -1.018
O 4.998 0.747 -3.455
C 2.351 0.431 -0.176
C 0.921 -0.365 -0.332
C -0.253 -0.047 0.768
Br 0.011 -0.801 2.641
C -1.486 0.778 0.497
C -2.510 1.008 1.758
Br -1.705 1.504 -1.360
N 0.822 -1.329 -1.493
C -0.288 -2.228 -1.990
C -0.831 -3.327 -0.891
N -1.572 -4.402 -1.713
N -1.898 -2.762 0.059
N 0.280 -4.076 -0.164
H 5.330 -2.951 -0.898
H 3.416 -3.667 -0.866
H 4.922 -3.272 -3.642
H 2.136 -2.588 -4.047
H 3.310 -1.109 -4.240
H 5.862 2.388 -1.374
H 4.150 0.913 -3.963
H 2.745 1.201 0.612
H -3.438 1.637 1.399
H -2.858 -0.058 2.159
H -1.983 1.540 2.689
H 0.179 -2.868 -2.883
H -1.200 -1.647 -2.481
H -1.979 -3.842 -2.520
H -2.432 -4.660 -1.142
H -2.248 -1.837 -0.279
H -1.546 -2.717 1.042
H 0.284 -5.085 -0.499
H 0.100 -4.137 0.862
C -1.084 3.396 -6.431
C 0.041 3.088 -5.477
C -0.674 2.329 -4.379
O -1.774 1.645 -4.995
C -1.938 2.151 -6.327
H -0.751 3.600 -7.452
H -1.647 4.266 -6.073
H 0.773 2.435 -5.966
H 0.563 3.975 -5.111
H -1.083 3.011 -3.627
H -0.024 1.606 -3.878
H -1.597 1.377 -7.022
H -2.996 2.351 -6.518
O 7.326 1.289 -5.404
H 7.698 2.023 -4.893
H 6.462 1.133 -4.995
Br -0.038 -6.575 -0.212
C -3.818 3.035 7.032
C -4.925 3.974 6.555
C -4.407 4.701 5.315
S -3.221 3.605 4.552
O -1.911 4.217 4.630
O -3.768 3.100 3.309
C -3.317 2.321 5.785
H -4.181 2.327 7.782
H -3.006 3.619 7.482
H -5.814 3.388 6.295
H -5.217 4.684 7.335
H -5.213 4.913 4.607
H -3.891 5.628 5.580
H -2.338 1.858 5.919
H -4.042 1.579 5.439
Al 2.386 -1.834 0.453
O 4.132 -1.433 -6.396
H 4.991 -0.993 -6.489
H 4.335 -2.372 -6.519
C -4.839 1.744 10.561
O -5.452 1.846 11.613
O -4.983 0.833 9.738
O -3.980 2.537 10.158
O 3.939 -0.693 3.650
H 3.068 -0.604 3.234
H 3.752 -0.637 4.599
Cl 0.286 0.682 -6.062
C 0.605 -7.671 3.162
O 1.060 -6.538 3.134
O -0.570 -7.961 3.412
O 1.250 -8.703 2.945

***

128
Properties=species:S:1:pos:R:3 method="wB97M-V/def2-TZVPD" e_homo_ev=-9.7 energy_ev=-86673.8250 relative_energy_kj_mol=0.0 multiplicity=1 homo_lumo_gap_ev=7.491 charge=+1
Sr 1.018 2.560 -17.473
P -0.490 -0.027 -19.032
F -1.496 0.737 -18.011
F 0.564 -0.063 -17.742
F -1.062 -1.526 -18.720
F 0.752 -0.745 -19.879
F -1.575 0.174 -20.305
F 0.193 1.359 -19.527
C 2.970 -3.516 -18.736
O 4.247 -3.371 -18.171
C 5.103 -4.416 -18.556
C 6.309 -4.122 -17.749
N 6.990 -3.044 -18.420
C 8.428 -2.727 -18.095
C 8.917 -2.090 -16.801
O 10.354 -1.890 -16.962
C 10.975 -1.471 -15.790
H 2.238 -2.789 -18.384
H 2.641 -4.433 -18.246
H 2.925 -3.521 -19.825
H 5.347 -4.306 -19.613
H 4.692 -5.425 -18.589
H 6.969 -4.979 -17.884
H 6.224 -3.965 -16.674
H 6.362 -2.293 -18.172
H 8.916 -2.212 -18.923
H 9.011 -3.638 -18.227
H 8.675 -2.649 -15.898
H 8.497 -1.132 -16.493
H 10.694 -0.424 -15.675
H 12.064 -1.490 -15.774
H 10.640 -2.093 -14.960
C 3.749 0.455 -17.587
O 3.228 1.619 -18.239
C 3.678 1.839 -19.584
C 3.172 3.246 -20.013
N 1.811 3.605 -19.765
C 1.466 5.018 -19.864
C 1.775 5.732 -18.413
O 1.117 4.996 -17.355
C 0.989 5.769 -16.191
H 4.837 0.398 -17.536
H 3.276 -0.454 -17.959
H 3.443 0.526 -16.543
H 3.161 1.087 -20.179
H 4.765 1.773 -19.639
H 3.330 3.310 -21.090
H 3.775 3.973 -19.469
H 1.497 3.482 -20.717
H 0.415 5.159 -20.117
H 2.092 5.355 -20.690
H 1.339 6.728 -18.340
H 2.864 5.730 -18.370
H 0.514 5.332 -15.312
H 0.355 6.650 -16.294
H 1.976 6.091 -15.860
C 1.243 -3.695 -24.926
O 0.085 -2.982 -24.518
C 0.214 -1.734 -23.768
C -0.796 -0.700 -24.091
N -2.128 -1.305 -24.024
C -2.579 -1.295 -22.588
C -3.838 -2.200 -22.273
O -4.881 -1.931 -23.145
C -6.158 -2.417 -22.524
H 0.917 -4.338 -25.743
H 1.486 -4.549 -24.293
H 2.150 -3.140 -25.165
H 1.172 -1.218 -23.825
H 0.266 -2.055 -22.728
H -0.732 -0.444 -25.148
H -0.723 0.131 -23.389
H -1.956 -2.290 -24.168
H -2.743 -0.236 -22.388
H -1.786 -1.528 -21.877
H -4.005 -2.119 -21.199
H -3.544 -3.249 -22.325
H -6.436 -3.463 -22.656
H -7.050 -1.984 -22.978
H -6.209 -2.234 -21.451
C 3.838 3.694 -15.860
O 2.637 2.973 -15.749
C 2.484 2.405 -14.445
C 1.479 1.322 -14.494
N 0.305 1.608 -15.213
C -0.542 2.644 -14.650
C -1.568 3.171 -15.651
O -1.094 3.618 -16.965
C -2.073 4.158 -17.830
H 3.825 4.610 -15.269
H 4.030 3.960 -16.900
H 4.652 3.271 -15.272
H 2.145 3.302 -13.927
H 3.471 2.133 -14.072
H 1.299 0.905 -13.502
H 2.011 0.537 -15.031
H -0.107 0.688 -15.275
H 0.167 3.442 -14.430
H -0.879 2.363 -13.652
H -2.069 4.037 -15.219
H -2.294 2.358 -15.651
H -2.529 3.261 -18.248
H -1.732 4.895 -18.557
H -2.916 4.602 -17.302
C 1.923 -2.180 -14.625
O 0.630 -1.485 -14.561
C -0.473 -2.083 -15.305
C -1.928 -1.621 -15.012
N -2.294 -0.585 -15.929
C -3.758 -0.237 -15.761
C -4.122 0.278 -14.316
O -4.096 -0.647 -13.212
C -4.572 -0.278 -11.909
H 2.302 -2.092 -15.644
H 2.114 -3.218 -14.353
H 2.608 -1.587 -14.018
H -0.507 -3.168 -15.201
H -0.259 -1.970 -16.368
H -1.951 -1.283 -13.976
H -2.541 -2.520 -14.948
H -2.064 -0.787 -16.892
H -4.347 -1.139 -15.924
H -4.098 0.536 -16.451
H -5.060 0.830 -14.269
H -3.280 0.921 -14.061
H -4.414 -1.150 -11.275
H -5.513 0.272 -11.935
H -4.030 0.561 -11.472

***

48
Properties=species:S:1:pos:R:3 method="wB97M-V/def2-TZVPD" e_homo_ev=-10.0 energy_ev=-33198.5450 relative_energy_kj_mol=0.0 smiles="NCC(=O)NCO.O.O.O.O.O.O.O.O.O.O.O" multiplicity=1 homo_lumo_gap_ev=10.209 charge=0
N 0.276 -2.026 -0.366
C 0.392 -0.712 0.318
C 0.500 -0.862 1.819
O 0.593 -1.977 2.317
N 0.647 0.236 2.636
C 0.259 1.622 2.299
O 0.564 1.917 0.989
H -0.666 -2.372 -0.296
H 0.853 -2.725 0.134
H -0.487 -0.092 0.027
H 1.293 -0.203 -0.115
H 0.770 0.012 3.629
H -0.853 1.737 2.391
H 0.805 2.312 2.946
H 1.551 1.964 0.764
O 3.852 -0.470 0.705
H 3.705 -0.851 -0.211
H 3.273 -0.890 1.274
O 1.979 1.181 -2.189
H 0.971 1.174 -2.156
H 2.213 1.650 -2.970
O -2.753 0.753 -0.628
H -2.811 0.717 0.320
H -2.888 -0.162 -0.904
O -2.836 -1.859 -1.395
H -2.192 -1.686 -2.170
H -3.572 -2.351 -1.776
O -2.973 0.171 2.035
H -2.801 -0.777 1.873
H -3.867 0.286 2.378
O 3.010 2.027 0.197
H 2.771 1.803 -0.718
H 3.420 1.144 0.501
O -2.606 -2.439 1.483
H -2.567 -2.358 0.559
H -1.673 -2.617 1.773
O -0.695 1.275 -2.275
H -0.835 2.231 -2.404
H -1.320 1.070 -1.543
O -1.083 -1.299 -3.257
H -0.984 -0.351 -3.155
H -0.298 -1.677 -2.818
O 3.052 -1.267 -1.749
H 2.767 -0.370 -1.958
H 2.221 -1.770 -1.723
O -1.111 3.494 -0.467
H -1.963 3.128 -0.197
H -0.471 3.000 0.076

***

21
Properties=species:S:1:pos:R:3 method="wB97M-V/def2-TZVPD" e_homo_ev=-11.2 energy_ev=-14560.6932 relative_energy_kj_mol=74.1 smiles=O.O.O.O.O.O.O multiplicity=1 homo_lumo_gap_ev=11.612 charge=0
O 1.267 0.535 -1.338
H 0.983 -0.397 -1.234
H 1.702 0.726 -0.490
O 3.683 0.502 0.704
H 4.039 0.518 1.597
H 3.322 -0.391 0.613
O 0.804 -0.824 1.509
H 0.122 -0.216 1.839
H 0.340 -1.613 1.200
O -0.053 -1.916 -1.825
H -0.074 -2.823 -2.143
H -0.926 -1.695 -1.449
O -1.221 1.459 1.929
H -1.772 1.992 2.513
H -1.531 1.744 1.055
O -2.462 -0.967 -0.594
H -2.118 -0.048 -0.522
H -3.242 -1.067 -0.047
O -1.224 1.290 -0.914
H -0.247 1.110 -0.967
H -1.393 2.083 -1.437

***

13
Properties=species:S:1:pos:R:3 method="wB97M-V/def2-TZVPD" e_homo_ev=-13.8 energy_ev=-7797.3087 relative_energy_kj_mol=234.9 smiles="C=C=C=CC=[N+]=C" multiplicity=1 homo_lumo_gap_ev=7.835 charge=+1
C 1.605 -0.331 -2.542
C 0.969 0.116 -1.492
C 0.315 0.449 -0.432
C -0.193 1.535 0.341
C -0.830 0.969 1.381
N -0.672 -0.380 1.134
C -1.062 -1.460 1.631
H 1.098 -0.432 -3.490
H 2.665 -0.532 -2.531
H -0.077 2.572 0.079
H -1.352 1.383 2.226
H -0.770 -2.399 1.179
H -1.697 -1.491 2.516